This record from the OMol25 dataset describes the ion C5H10N with charge +1 in a non-equilibrium geometry. The level of theory is ωB97M-V/def2-TZVPD.

The calculation puts the frontier orbital gap at 10.69 eV. The structure (SMILES) is C=C1C[NH2+][C@@H]1C. For the strongest force on any atom, the calculation gives 5.34 eV/Å. As for the energy above the lowest of the compared OMol25 structures with the same formula, charge and spin: 190.7 kJ/mol. Its net charge is +1. The LUMO energy comes out at -3.5 eV.

Geometry (Å):
1 C 0.3960 0.1805 0.8387
2 C 0.7359 -0.3398 2.0193
3 C -0.1444 1.5154 0.4164
4 C 0.3684 -0.3457 -0.6162
5 C -0.4541 -1.5896 -1.0572
6 N -0.2839 0.9584 -0.9994
7 H 0.9429 -1.4214 2.2812
8 H 0.8633 0.2489 2.8758
9 H -1.0422 1.7276 0.9289
10 H 0.3354 2.3682 0.5471
11 H 1.2659 -0.2834 -1.1117
12 H -1.2970 -1.5844 -0.2986
13 H 0.1751 -2.5031 -0.8082
14 H -0.6409 -1.3997 -2.0460
15 H -1.2642 0.8292 -1.2501
16 H 0.0437 1.6390 -1.7199

Atoms 1-2, force components in eV/Å:
C 1.14 -1.36 0.39
C 0.04 -1.73 -1.11

---

This record from the OMol25 dataset describes a cluster of 2 separate species, C5H10N in total in a non-equilibrium geometry. The level of theory is ωB97M-V/def2-TZVPD.

The calculation puts the frontier orbital gap at 4.90 eV. For the strongest force on any atom, the calculation gives 6.90 eV/Å. As for the energy above the lowest of the compared OMol25 structures with the same formula, charge and spin: 793.2 kJ/mol. Its net charge is +1. The LUMO energy comes out at -8.3 eV.

Geometry (Å):
1 C -4.1332 0.4503 -0.7841
2 C -2.9122 0.8960 -0.4372
3 C 2.5398 0.0625 0.4434
4 C 3.7068 -0.5082 0.0630
5 C -0.1900 -0.1705 0.1225
6 N 1.2623 -0.5547 0.6370
7 H -5.1083 0.8718 -0.4103
8 H -4.2614 -0.1948 -1.6880
9 H 2.5275 1.1736 0.5754
10 H -2.6152 1.7153 0.2138
11 H -2.0969 0.0443 -0.5409
12 H 4.5899 0.1005 0.1958
13 H 3.7684 -1.4056 -0.7046
14 H -0.6037 -0.0865 1.1752
15 H -0.4908 -1.1289 -0.3813
16 H 1.3867 -1.5862 0.6607

Atoms 1-2, force components in eV/Å:
C -0.56 1.17 -0.94
C 0.58 -2.68 0.50

---

This record from the OMol25 dataset describes the ion C5H10N with charge +1 in a non-equilibrium geometry. The level of theory is ωB97M-V/def2-TZVPD.

The calculation puts the frontier orbital gap at 7.28 eV. For the strongest force on any atom, the calculation gives 3.69 eV/Å. As for the energy above the lowest of the compared OMol25 structures with the same formula, charge and spin: 299.3 kJ/mol. Its net charge is +1. The LUMO energy comes out at -5.9 eV.

Geometry (Å):
1 C 2.5784 -0.6849 -0.7369
2 C 1.8496 0.3358 -0.2091
3 C -0.3993 0.9337 0.7648
4 C -1.2905 0.4620 -0.3009
5 C -2.2886 -0.5826 0.0078
6 N 0.6506 0.0489 0.3935
7 H 3.5807 -0.4112 -1.1376
8 H 2.2120 -1.6568 -0.8423
9 H 2.3118 1.4248 -0.1749
10 H -0.2408 2.0038 0.6015
11 H -0.7769 0.6591 1.7284
12 H -1.1236 0.6537 -1.3522
13 H -2.8293 -1.0034 -0.8644
14 H -3.1038 0.0612 0.6439
15 H -1.8165 -1.3603 0.7168
16 H 0.6862 -0.8838 0.7616

Atoms 1-2, force components in eV/Å:
C 0.81 3.60 0.05
C 3.14 1.05 -1.39

---

This record from the OMol25 dataset describes a cluster of 2 separate species, C5H10N in total in a non-equilibrium geometry. The level of theory is ωB97M-V/def2-TZVPD.

The calculation puts the frontier orbital gap (spin up / spin down) at 8.47 / 8.47 eV. For the strongest force on any atom, the calculation gives 4.02 eV/Å. As for the energy above the lowest of the compared OMol25 structures with the same formula, charge and spin: 338.8 kJ/mol. Its net charge is +1. The LUMO energy (spin up / spin down) comes out at -5.7 / -5.7 eV.

Geometry (Å):
1 C -0.0477 -2.7164 1.9511
2 C -0.2281 0.9617 -0.0295
3 C 0.3265 2.2023 -2.2628
4 C 0.0581 -0.0395 0.8931
5 C 0.2742 1.1019 -1.3326
6 N -0.8115 -2.0949 1.1988
7 H -0.3719 -3.7591 2.3259
8 H 0.8138 -2.3102 2.5033
9 H -1.5904 -2.5722 0.9071
10 H -0.6033 2.7821 -2.7608
11 H 0.7138 3.0917 -1.7203
12 H 0.8941 1.9030 -3.2164
13 H 0.9806 -0.5745 0.8977
14 H -0.3188 0.2025 1.8598
15 H -0.9079 1.6098 0.4026
16 H 0.8183 0.2119 -1.6171

Atoms 1-2, force components in eV/Å:
C -0.49 -2.82 2.62
C 0.24 -0.49 -2.25

---

This record from the OMol25 dataset describes a cluster of 2 separate species, C5H10N in total in a non-equilibrium geometry. The level of theory is ωB97M-V/def2-TZVPD.

The calculation puts the frontier orbital gap (spin up / spin down) at 10.48 / 5.84 eV. For the strongest force on any atom, the calculation gives 4.42 eV/Å. As for the energy above the lowest of the compared OMol25 structures with the same formula, charge and spin: 538.4 kJ/mol. Its net charge is +1. The LUMO energy (spin up / spin down) comes out at -3.9 / -6.8 eV.

Geometry (Å):
1 C 1.9276 0.6369 -1.1528
2 C 1.0226 -0.3854 -0.7926
3 C -1.6209 -0.7879 -0.6685
4 C -1.4591 0.6734 -0.7049
5 C 0.5450 -0.1295 2.0780
6 N -0.2499 -0.1612 -0.4981
7 H 2.9879 0.3703 -1.1237
8 H 1.6782 1.5946 -1.5062
9 H 1.4165 -1.3546 -0.5409
10 H -2.1107 -1.2345 0.2355
11 H -1.6551 -1.3841 -1.5468
12 H -1.3829 1.2962 -1.6462
13 H -1.7879 1.2932 0.0980
14 H -0.4108 -0.0692 2.3505
15 H 1.0917 -1.1075 2.1278
16 H 1.1831 0.7123 2.0477

Atoms 1-2, force components in eV/Å:
C -0.12 -2.67 0.58
C 1.19 2.15 -0.47

---

This record from the OMol25 dataset describes a structure of composition C5H10N in a non-equilibrium geometry. The level of theory is ωB97M-V/def2-TZVPD.

The calculation puts the frontier orbital gap at 11.73 eV. For the strongest force on any atom, the calculation gives 3.79 eV/Å. As for the energy above the lowest of the compared OMol25 structures with the same formula, charge and spin: 224.9 kJ/mol. Its net charge is +1. The LUMO energy comes out at -3.4 eV.

Geometry (Å):
1 C -0.0724 -1.4786 -0.9139
2 C -0.3257 -1.6513 0.3969
3 C 0.0590 -0.0470 -0.7389
4 C 1.3677 0.5300 -1.2531
5 C -1.2493 0.5715 1.3852
6 N -0.1090 -0.1967 0.7246
7 H 0.1438 -2.1663 -1.7897
8 H -0.4600 -2.3066 1.3443
9 H -0.8638 0.3671 -1.1341
10 H 2.2490 0.0013 -0.9586
11 H 1.3650 1.6748 -1.0679
12 H 1.3052 0.4703 -2.3921
13 H -2.1318 0.8968 0.7218
14 H -1.7297 0.0307 2.2515
15 H -0.7234 1.4555 1.5478
16 H 0.8164 0.0330 1.1523

Atoms 1-2, force components in eV/Å:
C 0.26 -3.45 0.56
C 0.71 -0.68 2.04

---

This record from the OMol25 dataset describes the ion C5H10N with charge +1 in a non-equilibrium geometry. The level of theory is ωB97M-V/def2-TZVPD.

The calculation puts the frontier orbital gap at 8.21 eV. For the strongest force on any atom, the calculation gives 2.83 eV/Å. As for the energy above the lowest of the compared OMol25 structures with the same formula, charge and spin: 338.9 kJ/mol. Its net charge is +1. The LUMO energy comes out at -7.1 eV.

Geometry (Å):
1 C 1.8572 0.3086 -0.1491
2 C 0.8152 0.8287 0.9041
3 C -0.2885 -0.1253 1.0116
4 C -1.4324 -0.1405 0.1675
5 N -1.4091 0.2792 -1.2219
6 C -1.5012 -1.1530 -0.9949
7 H 1.5436 0.1531 -1.1760
8 H 2.6977 0.9557 -0.1411
9 H 2.3076 -0.6106 0.2306
10 H 1.3794 0.7595 1.8302
11 H 0.4411 1.8229 0.6553
12 H -0.5280 -0.5585 1.9826
13 H -2.3509 0.1757 0.6725
14 H -0.4511 0.5753 -1.3857
15 H -0.6143 -1.7509 -1.0854
16 H -2.4662 -1.5200 -1.3002

Atoms 1-2, force components in eV/Å:
C 0.17 -0.74 0.30
C 1.14 -2.00 -0.37

---

This record from the OMol25 dataset describes the ion C5H10N with charge +1 in a non-equilibrium geometry. The level of theory is ωB97M-V/def2-TZVPD.

The calculation puts the frontier orbital gap (spin up / spin down) at 8.11 / 8.88 eV. For the strongest force on any atom, the calculation gives 4.72 eV/Å. As for the energy above the lowest of the compared OMol25 structures with the same formula, charge and spin: 529.6 kJ/mol. Its net charge is +1. The LUMO energy (spin up / spin down) comes out at -4.9 / -4.4 eV.

Geometry (Å):
1 C 0.0273 1.7744 -0.0397
2 C 0.0178 0.4724 -0.0458
3 C 1.2669 0.0842 -0.7798
4 C -2.2275 -0.0931 -0.2523
5 C -0.9379 -0.4080 0.6099
6 N 2.2218 -0.4838 0.2124
7 H 0.2220 2.6422 -0.6768
8 H 1.4753 0.5343 -1.6847
9 H -3.1349 -0.5873 -0.0985
10 H -2.0725 -0.2842 -1.2404
11 H -2.5772 0.8821 -0.0143
12 H -0.6087 -1.5363 0.4150
13 H -0.9835 -0.0843 1.5898
14 H 1.8733 -1.3172 0.6858
15 H 2.3677 0.2832 0.9645
16 H 3.0852 -0.6276 -0.1725

Atoms 1-2, force components in eV/Å:
C 1.00 0.35 -1.05
C 1.50 -0.11 -1.36

---

This record from the OMol25 dataset describes a cluster of 2 separate species, C5H10N in total in a non-equilibrium geometry. The level of theory is ωB97M-V/def2-TZVPD.

The calculation puts the frontier orbital gap at 10.50 eV. For the strongest force on any atom, the calculation gives 6.07 eV/Å. As for the energy above the lowest of the compared OMol25 structures with the same formula, charge and spin: 456.0 kJ/mol. Its net charge is +1. The LUMO energy comes out at -3.7 eV.

Geometry (Å):
1 C -0.3082 -1.3310 1.4333
2 C -0.6094 -2.6443 0.7420
3 C -0.2611 -1.3264 0.0794
4 C 0.9958 2.0305 -0.7756
5 C 0.5059 1.9178 0.4324
6 N -0.0716 -0.6353 -1.1652
7 H -0.1962 -0.8699 2.3961
8 H 0.0446 -3.4887 0.7608
9 H -1.7176 -2.9120 0.6189
10 H 2.0659 2.0744 -0.8135
11 H 0.5539 2.5653 -1.6020
12 H -0.5764 1.9773 0.5316
13 H 0.9543 1.6361 1.3505
14 H 0.7062 -0.8908 -1.6290
15 H -0.1493 0.3174 -0.8587
16 H -0.8077 -0.9616 -1.9126

Atoms 1-2, force components in eV/Å:
C 0.35 0.17 -4.19
C -2.63 0.61 -1.14

---

This record from the OMol25 dataset describes an isolated molecule of C5H10N2. The level of theory is ωB97M-V/def2-TZVPD.

The calculation puts the frontier orbital gap at 10.45 eV. The structure (SMILES) is C[C@H]1N[C@H]1[C@H]1CN1. For the strongest force on any atom, the calculation gives 0.30 eV/Å. As for the energy above the lowest of the compared OMol25 structures with the same formula, charge and spin: 205.5 kJ/mol. The LUMO energy comes out at 1.2 eV.

Geometry (Å):
1 C 0.2244 0.0586 -2.0263
2 C -0.9368 -0.4702 -1.2148
3 N -0.7374 -1.5565 -0.2546
4 C -1.0102 -0.2097 0.2456
5 C 0.0123 0.7089 0.8614
6 C 0.5553 0.5932 2.2323
7 N 1.4188 0.3710 1.0708
8 H 0.4484 -0.6084 -2.8658
9 H 1.1286 0.1636 -1.4176
10 H -0.0094 1.0475 -2.4369
11 H -1.8742 -0.5472 -1.7654
12 H 0.2510 -1.7936 -0.1966
13 H -2.0003 -0.1236 0.6943
14 H -0.1032 1.7302 0.4979
15 H 0.7620 1.5134 2.7725
16 H 0.2808 -0.2530 2.8587
17 H 1.5899 -0.6242 0.9445

Atoms 1-2, force components in eV/Å:
C 0.03 -0.01 0.01
C -0.07 0.12 -0.17

---

This record from the OMol25 dataset describes a structure of composition C5H10N2 in a non-equilibrium geometry. The level of theory is ωB97M-V/def2-TZVPD.

The calculation puts the frontier orbital gap at 9.78 eV. For the strongest force on any atom, the calculation gives 5.78 eV/Å. As for the energy above the lowest of the compared OMol25 structures with the same formula, charge and spin: 435.0 kJ/mol. The LUMO energy comes out at 1.0 eV.

Geometry (Å):
1 C 1.0030 -1.2313 -0.0658
2 C 1.1207 1.2439 -0.1835
3 C -0.2853 0.6577 0.0994
4 C -1.7179 -0.6365 0.0881
5 C -0.3332 -0.6486 -0.4637
6 H 0.8808 -1.4072 1.0077
7 H 1.4801 -2.0444 -0.7086
8 H 2.4771 0.0653 0.8282
9 H 1.3773 1.9666 0.6670
10 H 1.3971 1.9037 -1.2170
11 H -0.3022 0.3601 1.2511
12 H -2.2537 1.5785 0.1186
13 H -2.1962 -0.7933 1.1719
14 H -2.4731 -1.2022 -0.5594
15 H -0.5095 -0.6314 -1.6403
16 N 1.9555 -0.0399 -0.1149
17 N -1.6204 0.8589 -0.2785

Atoms 1-2, force components in eV/Å:
C 1.01 -0.11 0.34
C 0.91 2.04 -0.88

---

This record from the OMol25 dataset describes a cluster of 2 separate species, C5H10N2 in total in a non-equilibrium geometry. The level of theory is ωB97M-V/def2-TZVPD.

The calculation puts the frontier orbital gap at 10.30 eV. The structure (SMILES) is [H]/N=C\C=C.[H]/N=C/C. For the strongest force on any atom, the calculation gives 2.78 eV/Å. As for the energy above the lowest of the compared OMol25 structures with the same formula, charge and spin: 188.5 kJ/mol. The LUMO energy comes out at 0.5 eV.

Geometry (Å):
1 C 2.0059 0.8294 -0.7418
2 C 0.7237 0.4209 -1.3914
3 C -0.8581 -0.8526 1.0283
4 C -0.0337 -0.8004 2.0808
5 N 0.5530 -0.7373 -1.9256
6 H -0.3587 -0.7776 -2.3963
7 H -0.9685 -1.7536 0.4366
8 H 2.5236 1.5382 -1.3927
9 H 2.6478 -0.0382 -0.5700
10 H 1.7884 1.3256 0.2071
11 H 0.0676 0.0838 2.7010
12 H 0.6532 -1.6184 2.2758
13 C -1.6860 0.3385 0.6488
14 N -2.6673 0.2700 -0.1897
15 H -2.6031 -0.5761 -0.7638
16 H -1.6604 1.1717 1.3694
17 H -0.1273 1.1761 -1.3764

Atoms 1-2, force components in eV/Å:
C -0.20 -0.23 0.09
C -1.22 -0.55 -0.65

---

This record from the OMol25 dataset describes an isolated molecule of C5H10N2 in a non-equilibrium geometry. The level of theory is ωB97M-V/def2-TZVPD.

The calculation puts the frontier orbital gap at 9.68 eV. The structure (SMILES) is [H]/N=C(\C)N1CCC1. For the strongest force on any atom, the calculation gives 4.22 eV/Å. As for the energy above the lowest of the compared OMol25 structures with the same formula, charge and spin: 163.3 kJ/mol. The LUMO energy comes out at 1.0 eV.

Geometry (Å):
1 C -2.0946 -0.8721 -0.1290
2 C -1.2261 0.2939 -0.0467
3 C 1.1732 1.1653 -0.0582
4 C 2.2994 0.0615 -0.1784
5 C 1.1085 -0.8931 0.1722
6 H -1.9231 -1.5640 -0.8721
7 H -2.1194 -1.4766 0.8595
8 H -3.1629 -0.6476 -0.2489
9 H -2.6662 1.5975 0.0042
10 H 1.1215 1.5400 1.0894
11 H 1.2148 2.0318 -0.6360
12 H 2.7325 -0.1214 -1.1751
13 H 3.0046 0.1396 0.6157
14 H 0.9921 -1.8408 -0.3880
15 H 1.0274 -1.0918 1.2739
16 N -1.6269 1.5558 0.0368
17 N 0.1454 0.1218 -0.3193

Atoms 1-2, force components in eV/Å:
C -2.20 -1.09 3.43
C 0.93 3.87 -0.95

---

This record from the OMol25 dataset describes a cluster of 2 separate species, C5H10N2 in total in a non-equilibrium geometry. The level of theory is ωB97M-V/def2-TZVPD.

The calculation puts the frontier orbital gap at 8.70 eV. The structure (SMILES) is [H]/N=C(/C)NC.C#C. For the strongest force on any atom, the calculation gives 4.75 eV/Å. As for the energy above the lowest of the compared OMol25 structures with the same formula, charge and spin: 455.2 kJ/mol. The LUMO energy comes out at 0.9 eV.

Geometry (Å):
1 C -0.3812 1.4539 0.9734
2 C -1.9003 -0.3606 -1.0054
3 N 0.2823 0.4754 0.1254
4 C -0.4114 -0.3600 -1.1000
5 N 0.2114 -0.7163 -2.1242
6 H 1.2229 0.7591 -0.1235
7 H 1.2241 -0.7557 -2.0455
8 H -0.9978 0.9483 1.7219
9 H -1.0473 2.1131 0.4150
10 H 0.3142 2.1116 1.4929
11 H -2.3028 -1.0913 -1.7034
12 H -2.2183 -0.5880 0.0097
13 H -2.3071 0.6105 -1.2898
14 C 1.4447 -1.1120 0.9174
15 C 2.4139 -0.7904 1.6114
16 H 3.4517 -0.8041 1.8508
17 H 1.0011 -1.8936 0.2739

Atoms 1-2, force components in eV/Å:
C -1.01 -0.35 -0.30
C 0.00 -0.28 0.05